Below is 2 unconnected molecules or ions with the total composition C6H7NS in a non-equilibrium geometry, with properties calculated with ωB97M-V/def2-TZVPD.

HOMO-LUMO gap (spin up / spin down): 6.6 / 8.0 eV
energy relative to the best compared isomer or geometry (same formula, charge and spin): 532.1 kJ/mol
HOMO energy (spin up / spin down): -0.258 / -0.303 hartree
charge: 0

Structure (XYZ):
```
15
Properties=species:S:1:pos:R:3:mulliken_charge:R:1
C -2.40553 -1.49356 0.79761 -0.291
C -1.03047 -1.23848 0.97716 -0.634
C -2.93175 -0.70487 -0.15625 -0.276
C -0.54123 -0.28382 0.14492 0.367
C 0.65902 0.43490 -0.01968 -0.006
C 2.84141 1.43797 -0.21322 -0.655
N 1.63123 1.00475 0.41849 -0.106
S -1.78746 0.31300 -0.87546 -0.105
H -2.88962 -2.46405 1.16615 0.279
H -0.52104 -1.65112 1.77135 0.471
H -3.90358 -0.69813 -0.71538 0.317
H 1.39393 0.69597 -2.30907 -0.091
H 2.68004 1.56144 -1.39229 0.255
H 3.58846 0.76673 0.18391 0.233
H 3.21659 2.31926 0.22177 0.240
```

Below is C6H7OPS2 in the gas phase in a non-equilibrium geometry, with properties calculated with ωB97M-V/def2-TZVPD.

HOMO-LUMO gap: 9.0 eV
energy relative to the best compared isomer or geometry (same formula, charge and spin): 0.0 kJ/mol
HOMO energy: -0.327 hartree
charge: 0
SMILES string: O[P@](=S)(S)c1ccccc1

Structure (XYZ):
```
17
Properties=species:S:1:pos:R:3:mulliken_charge:R:1
O -2.32100 0.55826 -1.53471 -0.444
P -2.02827 -0.17320 -0.16326 0.564
S -2.92531 -1.92202 -0.02021 -0.375
S -2.40706 1.51754 1.37855 -0.288
C -0.08674 -0.24862 -0.10890 0.217
C 0.70496 0.54401 -0.98380 -0.427
C 2.05890 0.59943 -0.73460 -0.476
C 2.62776 -0.17895 0.33461 -0.315
C 1.85512 -1.04669 1.07484 -0.609
C 0.47781 -0.98284 0.90633 -0.171
H -3.22281 0.77203 -1.76620 0.350
H -3.79492 1.65526 0.94845 0.165
H 0.41271 1.02241 -1.85134 0.462
H 2.61748 1.17495 -1.38464 0.423
H 3.72847 -0.12490 0.35948 0.309
H 2.37360 -1.62287 1.93996 0.257
H -0.07071 -1.54380 1.60545 0.358
```

Below is a molecular structure, C6H8 in a non-equilibrium geometry, with properties calculated with ωB97M-V/def2-TZVPD.

HOMO-LUMO gap: 8.3 eV
energy relative to the best compared isomer or geometry (same formula, charge and spin): 546.5 kJ/mol
HOMO energy: -0.338 hartree
charge: 0

Structure (XYZ):
```
14
Properties=species:S:1:pos:R:3:mulliken_charge:R:1
C 0.93647 -1.62183 -1.14605 -0.175
C 2.04987 -1.99769 -1.63005 -0.538
C 0.00841 -0.84526 -0.61855 0.666
C -1.26022 -0.57797 -1.26989 -1.111
C 0.35557 1.50583 1.11294 -1.096
C 0.36813 0.02170 1.17430 -0.411
H -1.24406 0.47835 -1.51065 0.297
H -2.06767 -0.72745 -0.59798 0.335
H -1.43118 -1.23500 -2.11863 0.373
H 1.12461 1.99699 0.50064 0.315
H 0.71557 1.97917 2.02472 0.358
H -0.58643 1.78805 0.86470 0.348
H -0.32212 -0.26197 1.97012 0.301
H 1.35306 -0.50293 1.24438 0.338
```

Q: What is the charge in the third record?
A: 0

Q: Look up the charge of the third one.
A: 0

Q: Which value of charge does entry 2 give?
A: 0